{
  "formula": "C48H62HgN3P2SSb",
  "method": "ωB97M-V/def2-TZVPD",
  "species": ["Hg", "Sb", "S", "P", "P", "N", "N", "N", "C", "C", "C", "C", "C", "C", "C", "C", "C", "C", "C", "C", "C", "C", "C", "C", "C", "C", "C", "C", "C", "C", "C", "C", "C", "C", "C", "C", "C", "C", "C", "C", "C", "C", "C", "C", "C", "C", "C", "C", "C", "C", "C", "C", "C", "C", "C", "C", "H", "H", "H", "H", "H", "H", "H", "H", "H", "H", "H", "H", "H", "H", "H", "H", "H", "H", "H", "H", "H", "H", "H", "H", "H", "H", "H", "H", "H", "H", "H", "H", "H", "H", "H", "H", "H", "H", "H", "H", "H", "H", "H", "H", "H", "H", "H", "H", "H", "H", "H", "H", "H", "H", "H", "H", "H", "H", "H", "H", "H", "H"],
  "positions_angstrom": [[3.1667, 0.0383, -4.4968], [1.6839, -3.9272, -0.8187], [0.7386, 0.7161, -1.4375], [1.1135, 2.5225, -0.7373], [-3.0736, 1.9391, -0.1114], [-1.2569, 3.8637, -1.5144], [-6.3970, -2.0233, 1.7158], [-5.1420, -0.6948, 2.9033], [-2.8073, 3.0174, 2.7264], [2.1842, -5.8086, -2.1661], [2.2620, -8.0368, -0.7654], [-1.5098, 5.1005, -4.9104], [3.0156, 2.1150, 3.5551], [-1.4452, 6.9931, -3.5272], [-0.8131, 1.0565, 3.1200], [3.1638, -2.2985, -2.6358], [-6.8444, 4.9674, 0.1009], [3.3450, -1.5457, -0.2692], [1.7698, 3.5405, 1.9886], [2.9036, -4.2715, 2.1989], [-6.8728, 3.7098, 0.6853], [3.7108, 3.4018, -1.0162], [2.5233, 3.2292, -1.6652], [-2.1490, 2.9096, 3.9310], [-5.3991, -1.5539, 0.8962], [2.9224, -7.0271, -1.5778], [-5.6893, 5.3475, -0.5283], [-4.5348, 3.2643, 0.0367], [3.1167, 1.1501, 2.6112], [3.3777, -2.8079, -1.1684], [4.8045, 3.9091, -1.8692], [4.3126, -7.0630, -2.1395], [-1.3314, 1.8728, 4.0757], [-1.2609, 6.1556, -2.2999], [-4.5896, 0.0571, 4.0968], [4.5905, -3.5919, -0.8930], [-0.2492, 3.8946, -0.6870], [0.5330, -3.1014, 1.6096], [3.3519, 3.3856, -3.8254], [4.5561, 3.9433, -3.2434], [1.5713, -4.1600, 1.2629], [1.7455, 2.4655, 1.0835], [-5.6473, 2.9832, 0.6385], [-4.5232, 4.6296, -0.5346], [2.2565, 3.1927, -3.0292], [0.6957, -5.4591, 1.4667], [-4.5867, -0.7164, 1.6069], [-1.4739, 4.2454, -3.7603], [-2.0016, 2.5812, -1.3830], [-1.2340, 1.4164, 1.8049], [2.2880, 3.1721, 3.2515], [-1.3751, 4.7655, -2.5335], [-6.1321, -1.5053, 2.9350], [-2.3504, 2.2820, 1.4902], [2.2822, 1.3469, 1.4023], [-1.4490, 6.5585, -4.7782], [-0.7708, 1.7478, 5.0712], [3.5563, -11.1059, 6.3872], [5.5824, 4.0994, -1.1049], [0.2833, -5.6670, 2.5829], [-4.0248, -0.8653, 4.6027], [3.3673, -4.7538, 1.3827], [2.2328, -2.8204, -3.1371], [-5.7100, 6.4523, -1.0441], [5.1116, -7.4171, -1.6295], [1.3257, -7.3262, -0.2814], [1.2734, -5.8719, -2.5910], [2.5778, -11.1131, 7.2311], [-0.6668, 0.8091, 1.0906], [-4.7955, -11.3738, -4.1705], [-4.2712, -12.6010, -4.5793], [-0.5170, -3.7192, 1.4726], [0.5690, 4.6521, -1.0523], [-2.5433, 3.5587, 4.6988], [-1.3437, 8.0216, -3.2706], [3.3570, 3.7238, -4.8771], [-0.0041, 0.4934, 3.2787], [-7.8390, 3.3567, 1.1407], [3.2822, -1.1332, -2.7652], [-1.5285, 3.2329, -4.0677], [-5.3945, -1.8329, -0.1415], [-1.3637, 4.3714, -5.9036], [-3.5711, -0.3611, 1.4375], [4.2269, -7.8550, -3.0467], [0.5536, -2.2398, 0.8587], [-1.5048, 1.6830, -2.0194], [2.2553, 4.0091, 3.9861], [3.4854, -1.9095, 0.7542], [3.9288, -2.8407, -3.2253], [-3.7535, 5.0703, -0.9647], [4.2842, -1.2367, -0.2752], [3.2817, 2.0259, 4.6300], [-1.1260, 6.5909, -1.3499], [0.6963, -2.2293, 2.5049], [3.5938, 3.3717, 0.0829], [-3.7291, 3.8226, 2.5929], [-5.4937, 0.4354, 4.5555], [2.8352, -4.8836, 3.0320], [-0.3561, -5.3608, 0.8247], [-0.2960, 4.1364, 0.5095], [2.7618, -8.9252, -0.4490], [2.8330, -0.5859, -0.2814], [5.1240, 4.5261, -4.0555], [5.1997, -2.9978, -0.1422], [-1.1236, 7.1485, -5.6705], [3.4304, -3.2690, 2.3649], [4.4385, -6.2035, -2.9650], [5.2956, -3.7283, -1.6398], [2.1812, 0.4315, 0.8026], [-6.8538, -1.6579, 3.6822], [1.3383, -6.2802, 1.5265], [-5.6731, 2.0187, 1.2056], [1.2138, 4.4353, 1.7702], [1.3197, 2.9393, -3.4665], [-7.8129, 5.5026, 0.1257], [-3.9025, 0.7798, 3.8345], [4.3441, -4.4029, -0.3082], [2.9825, -5.0256, -2.4169]],
  "atomic_forces_ev_per_a": [[-0.08, 0.75, -0.96], [-2.81, -0.81, -1.24], [-0.26, 0.12, -0.25], [0.04, 0.15, 2.60], [-2.42, 1.79, 0.06], [-4.82, -2.85, 0.05], [0.36, 0.00, 0.62], [4.00, 2.94, -0.29], [-2.02, 1.51, -4.47], [5.04, 1.31, 4.39], [-0.46, 7.37, -1.68], [1.06, -1.65, -0.69], [0.26, -1.65, 1.53], [1.52, -0.14, 5.65], [-3.72, 4.23, -3.23], [0.20, -1.34, -0.92], [-2.23, -1.60, 0.72], [-1.39, -1.97, 1.88], [-0.10, -1.43, 0.63], [-1.05, 2.94, -3.55], [0.40, 0.74, -0.03], [0.34, 1.53, -2.08], [-2.49, -1.72, 0.86], [-3.16, 1.36, -1.23], [-0.69, -0.05, 0.84], [-2.26, -1.61, 1.15], [0.52, 4.34, -1.54], [4.49, 3.36, -3.26], [-0.39, -3.06, -1.96], [-1.73, 3.01, -1.57], [-1.89, -1.43, 2.63], [-2.84, -0.23, -6.70], [4.26, -1.83, 4.75], [-1.58, -0.50, -4.88], [-0.81, -5.42, -0.26], [1.63, 2.71, 2.57], [7.72, 1.79, 5.00], [-1.67, 3.51, 0.12], [1.60, 3.47, -0.18], [0.35, 0.30, -0.80], [-1.11, -1.04, 3.93], [-2.84, 4.42, -3.25], [-4.81, -3.80, 3.54], [-3.40, -3.75, 2.01], [1.96, -0.15, -0.63], [-2.48, 1.08, 1.93], [0.37, -0.16, 0.97], [-1.03, 2.12, -5.55], [2.09, -0.64, -2.58], [-0.34, -1.37, 0.43], [-1.99, 6.66, -0.58], [0.30, 1.75, 2.10], [-3.00, -2.01, -3.02], [1.98, -0.31, 4.73], [4.04, -5.63, 2.91], [0.68, -3.84, -3.42], [-1.23, 0.24, -1.08], [-3.71, -0.03, 3.20], [0.62, 0.69, -1.89], [0.60, 1.56, -1.95], [-1.23, 2.60, -0.04], [2.10, -1.07, 0.10], [1.14, 1.95, 0.86], [0.31, -2.83, 1.26], [2.46, -0.44, 1.94], [2.29, -3.44, -1.10], [-2.60, -0.30, -1.73], [3.71, 0.03, -3.20], [-0.67, 0.51, -0.67], [1.76, -4.12, -1.37], [-1.76, 4.12, 1.37], [2.13, 2.86, 0.99], [-1.74, -0.53, 0.68], [0.51, -0.13, 0.45], [-0.03, 0.91, -0.31], [-0.76, -1.22, 0.27], [2.78, -2.42, 0.56], [1.49, 0.05, -0.31], [-0.57, -2.81, 0.72], [0.09, -1.05, 0.77], [0.29, 0.03, -0.10], [-0.62, 2.88, 2.22], [-0.61, 0.24, -0.02], [0.11, 0.97, 1.91], [-0.43, -1.16, 0.21], [-1.48, 2.28, 1.26], [-0.32, -0.50, -0.15], [-1.19, 0.19, 0.47], [0.18, 0.82, -0.12], [3.81, 1.49, -2.00], [4.73, 1.85, -0.94], [0.64, -0.16, -0.80], [0.03, 0.36, 0.87], [-0.49, -3.36, -1.36], [1.20, -0.04, -0.66], [2.55, -2.22, 0.34], [0.37, 0.12, 0.82], [-0.43, -0.96, 1.67], [3.13, -1.16, 1.13], [-0.71, -0.65, -2.69], [-0.13, -0.36, 0.49], [-1.07, -1.02, -0.83], [-0.02, -1.20, 1.83], [-0.37, -0.44, -0.62], [-1.04, -0.25, 0.96], [-0.99, -1.46, -0.02], [0.46, -1.28, 2.71], [0.87, -0.83, -1.90], [-0.08, 0.90, 0.14], [-0.32, 0.06, 1.33], [0.65, -2.02, -1.54], [-0.12, 0.48, -0.66], [0.24, 0.42, 0.36], [-0.74, -0.12, 0.06], [0.99, 0.19, -0.34], [1.26, 1.55, -0.78], [0.05, -2.49, 0.63], [-1.41, -1.52, -1.23]],
  "lowdin_spin": [0.0006, 0.0000, 0.0271, 0.0018, 0.0871, 0.0668, 0.0000, 0.0000, 0.0020, 0.0000, 0.0000, 0.0011, 0.0001, 0.0011, 0.0005, 0.0001, -0.0008, 0.0003, 0.0002, 0.0000, 0.0024, -0.0002, 0.0007, 0.0015, -0.0001, 0.0000, 0.0008, 0.0294, 0.0000, 0.0000, 0.0000, 0.0000, -0.0014, -0.0001, 0.0000, 0.0000, 0.0268, 0.0000, 0.0000, -0.0001, 0.0000, 0.0002, 0.0031, 0.0023, 0.0003, 0.0000, -0.0005, 0.0074, 0.6710, -0.0006, 0.0000, 0.0155, -0.0001, 0.0279, 0.0002, -0.0005, -0.0001, 0.0000, 0.0000, 0.0000, 0.0000, 0.0000, 0.0000, 0.0001, 0.0000, 0.0000, 0.0000, 0.0000, -0.0002, 0.0000, 0.0000, 0.0000, 0.0091, 0.0003, 0.0001, 0.0000, 0.0001, 0.0002, 0.0001, 0.0028, 0.0000, 0.0000, -0.0003, 0.0000, 0.0000, 0.0107, 0.0000, 0.0000, 0.0000, 0.0001, 0.0000, 0.0000, 0.0001, 0.0000, 0.0000, -0.0002, 0.0000, 0.0000, 0.0000, 0.0023, 0.0000, 0.0003, 0.0000, 0.0000, 0.0000, 0.0000, 0.0000, 0.0000, 0.0000, 0.0000, 0.0000, 0.0005, 0.0000, 0.0000, 0.0000, 0.0000, 0.0000, 0.0000],
  "e_homo_ev": [-3.2, -3.2],
  "s2": 0.76,
  "total_energy_ha": -3504.01558,
  "total_charge": -1,
  "spin_multiplicity": 2
}